59
Properties=species:S:1:pos:R:3:mulliken_charge:R:1 method="wB97M-V/def2-TZVPD" e_above_lowest_kcal_mol=0.0 e_tot_ev=-90953.095 homo_energy_ha=-0.50766 homo_lumo_gap_ev=6.220 lumo_ev=-7.59 charge=+2
N 0.70126 0.70153 -4.32189 -0.17
H 0.86731 0.26472 -5.21728 0.46
H 1.32984 1.46681 -4.12355 0.37
H 0.66312 0.11716 -3.49899 0.09
H -0.01901 1.36547 -4.56785 0.19
N -3.18223 2.38225 -3.70414 -0.35
H -2.85573 2.02035 -2.81953 0.46
H -3.63779 3.27252 -3.56276 0.43
H -3.81397 1.77312 -4.20410 0.40
H -2.38619 2.59688 -4.28753 0.29
N 1.43219 3.51418 -1.13553 -0.20
H 1.00270 2.79961 -0.56542 0.32
H 1.54099 3.29684 -2.11585 0.25
H 2.37020 3.50397 -0.76118 0.41
H 1.04246 4.44480 -1.08909 0.41
C -1.63397 -0.71081 0.36391 0.49
F -2.55553 -1.40888 -0.21880 -0.20
F -2.15540 -0.16100 1.46395 -0.22
F -0.58826 -1.39894 0.74765 -0.17
S -0.90716 0.65334 -0.87390 1.49
O -2.01847 1.28093 -1.55362 -1.05
O -0.12368 1.62455 -0.11023 -1.01
O -0.02272 -0.09142 -1.76097 -0.62
C 8.08761 0.10336 0.09252 -1.17
C 6.77720 0.86002 -0.33990 -0.23
O 5.68469 0.02226 -0.36034 -0.19
C 4.40646 0.56271 -0.48919 0.01
O 4.15604 1.72277 -0.57136 -0.55
C 3.35984 -0.46931 -0.67992 1.26
F 2.85854 -0.27271 -1.90371 -0.23
F 3.79606 -1.66849 -0.46816 -0.24
F 2.34333 -0.27300 0.15406 -0.26
H 8.00331 -0.45678 1.02378 0.32
H 9.01336 0.67716 0.04976 0.38
H 8.21881 -0.61168 -0.71964 0.31
H 6.86864 1.22791 -1.36186 0.31
H 6.61436 1.74376 0.27701 0.32
C -4.34701 1.20681 3.87887 -1.15
C -4.19695 -0.37849 3.90485 -0.18
O -5.02538 -0.65114 5.07632 -0.18
C -5.09525 -1.95784 5.50040 0.26
O -4.33970 -2.82563 5.11684 -0.51
C -6.05045 -2.14764 6.70149 0.88
F -5.31994 -2.89716 7.56562 -0.23
F -6.44045 -0.97668 7.18616 -0.21
F -7.08204 -2.90893 6.27252 -0.24
H -5.40081 1.40774 3.68593 0.33
H -3.81394 1.71299 3.07406 0.34
H -4.01616 1.65277 4.81683 0.31
H -3.14328 -0.63119 4.02323 0.29
H -4.58899 -0.81613 2.98677 0.29
Cl -0.27023 -5.22620 -1.69701 -0.16
C 0.08898 -3.48812 -1.38935 -0.26
C 0.96470 -2.95070 -2.56320 0.51
Cl -0.06381 -2.72199 -4.02077 -0.22
H 0.56370 -3.45975 -0.40857 0.30
H -0.82371 -2.89222 -1.39393 0.06
H 1.82691 -3.55343 -2.84853 0.48
H 1.33558 -1.97327 -2.25468 -0.81

47
Properties=species:S:1:pos:R:3:mulliken_charge:R:1 method="wB97M-V/def2-TZVPD" e_above_lowest_kcal_mol=0.0 e_tot_ev=-95149.750 homo_energy_ha=-0.34622 homo_lumo_gap_ev=10.072 lumo_ev=0.65 charge=0
C -0.25763 -2.61987 -2.68715 -0.51
O -0.47616 -1.94011 -1.43721 -0.35
C 0.52624 -1.95396 -0.49135 0.25
C 0.98900 -3.36766 -0.10269 -0.76
O 1.86170 -3.90168 -1.01685 -0.35
C 2.16148 -5.28380 -0.92896 -0.72
H -1.14895 -3.01511 -3.11839 0.30
H 0.43179 -3.43105 -2.51917 0.17
H 0.22527 -1.93929 -3.43194 0.12
H 0.03999 -1.45214 0.37740 -0.23
H 1.38962 -1.42298 -0.91398 0.32
H 0.14984 -4.04882 -0.04517 0.39
H 1.48790 -3.27068 0.82958 0.49
H 2.53190 -5.64216 -1.89513 0.24
H 1.29129 -5.90548 -0.63758 0.30
H 2.98356 -5.48617 -0.23200 0.30
C -1.84290 3.14908 0.05017 -0.76
O -1.57146 1.81602 0.25037 -0.15
C -2.66613 0.91442 0.40982 -0.78
C -2.93499 0.54540 1.80751 -0.32
O -1.97330 -0.40448 2.24502 -0.12
C -2.09041 -0.88405 3.57115 -0.96
H -2.88589 3.42109 0.27965 0.38
H -1.65033 3.41033 -1.04329 0.20
H -1.16727 3.79464 0.71818 0.17
H -2.42175 -0.00424 -0.08135 0.13
H -3.54456 1.24925 -0.15451 0.58
H -3.99047 0.12202 1.73282 0.35
H -2.99043 1.42692 2.48306 0.30
H -3.03358 -1.41557 3.77439 0.30
H -1.88064 -0.05784 4.21701 0.40
H -1.32474 -1.57257 3.70801 0.29
C 2.68566 4.93015 0.97490 0.01
Cl 4.46534 4.86132 0.80629 -0.18
Cl 1.91271 4.98535 -0.66601 -0.15
H 2.37238 4.07991 1.60322 -0.05
H 2.41813 5.84012 1.43024 0.33
C 1.24498 1.63661 -4.13235 -0.13
Cl 1.34382 2.58911 -2.59044 -0.07
Cl 0.57306 2.66771 -5.36123 -0.16
H 2.20473 1.30193 -4.45113 0.32
H 0.57086 0.81189 -3.93615 0.03
C 0.74212 0.98832 2.05540 0.34
Cl 2.47330 1.50251 1.81414 -0.20
Cl -0.06906 1.97614 3.31757 -0.20
H 0.08938 1.10048 1.17907 -0.11
H 0.75457 -0.10100 2.23908 0.24

44
Properties=species:S:1:pos:R:3:mulliken_charge:R:1 method="wB97M-V/def2-TZVPD" e_above_lowest_kcal_mol=104.8 e_tot_ev=-23758.378 homo_energy_ha=-0.25136 homo_lumo_gap_ev=7.026 lumo_ev=0.19 charge=0
Li 1.20267 0.66763 0.79041 0.82
C 5.56535 -2.06228 0.28629 -0.92
C 4.28351 -1.32524 0.75975 0.67
O 4.38878 -0.12795 0.95330 -0.70
O 3.11757 -1.84459 0.76862 -0.78
H 6.46023 -1.50354 0.01223 0.30
H 5.36407 -2.58530 -0.64861 0.24
H 5.88422 -2.76716 1.05413 0.25
C -1.20949 0.22652 -4.38376 -1.13
C 0.01170 -0.35300 -3.49088 0.22
C 0.96568 -1.32166 -4.28421 -1.08
O 0.77166 0.75007 -2.96562 -0.51
H -1.88807 0.93533 -3.90919 0.30
H -1.67563 -0.68345 -4.76161 0.33
H -0.67492 0.64217 -5.23790 0.31
H -0.40612 -0.86264 -2.62267 0.29
H 1.46861 -2.00512 -3.60007 0.31
H 1.78658 -0.76189 -4.73241 0.31
H 0.46690 -1.91736 -5.04871 0.32
H 1.14696 1.08783 -3.78212 0.34
C -4.10915 -2.19055 2.37652 -0.72
O -3.15472 -1.96017 1.39494 -0.39
C -1.82781 -1.87538 1.94295 -0.51
C -1.53033 -0.51901 2.64154 -0.72
N -1.53198 0.54308 1.65493 -0.12
C -1.68551 1.77856 2.34519 -0.84
C -0.98884 2.90371 1.43573 -0.65
O 0.38711 2.63710 1.24858 -0.24
C 1.21762 3.78145 0.76571 -0.78
H -4.23324 -1.21436 2.84530 0.29
H -4.10621 -3.02300 3.08017 0.29
H -5.02958 -2.32371 1.80802 0.29
H -1.23298 -1.93838 1.03174 0.22
H -1.46963 -2.75950 2.47034 0.44
H -0.57635 -0.53408 3.16860 0.44
H -2.31096 -0.31611 3.37472 0.35
H -2.41513 0.39128 1.18899 0.24
H -1.05868 1.92976 3.22401 0.34
H -2.75298 1.87940 2.54124 0.47
H -1.30813 3.85570 1.85984 0.45
H -1.54235 2.89260 0.49679 0.37
H 2.11032 3.36947 0.29513 0.27
H 1.58226 4.32350 1.63825 0.26
H 0.53694 4.18036 0.01361 0.38

49
Properties=species:S:1:pos:R:3:mulliken_charge:R:1 method="wB97M-V/def2-TZVPD" e_above_lowest_kcal_mol=21.6 e_tot_ev=-72222.131 spin_multiplicity=6 homo_energy_ha="-0.23554 / -0.27549" homo_lumo_gap_ev="5.805 / 6.634" lumo_ev="-0.60 / -0.86" charge=0
O -0.56501 0.60236 -5.07660 -0.52
H -1.15425 0.18794 -5.73314 0.30
Mn -0.46951 0.21825 0.09011 -0.63
N -0.25570 1.83894 1.31150 0.44
N 0.88830 1.17316 -0.95255 1.17
N -1.59769 -0.82069 1.41966 0.17
N -0.74032 -1.40753 -0.93966 0.61
O -0.91574 2.07152 2.37009 -0.87
O -2.02619 -0.46113 2.69221 -0.57
O -0.19622 -1.70117 -2.17909 -0.52
O 1.50443 0.61502 -1.86873 -0.71
C 1.35785 2.30539 -0.35314 0.19
C 0.73943 2.65381 0.90499 0.23
C -1.82459 -2.09848 1.02370 0.44
C -1.29695 -2.43722 -0.25032 0.41
C 1.12306 3.80648 1.76080 -1.48
H 1.39323 3.46457 2.77199 0.28
H 0.26620 4.49190 1.86294 0.32
H 1.96779 4.40225 1.38504 0.40
C 2.49024 3.01555 -0.99743 -1.49
H 2.21256 3.27221 -2.03372 0.32
H 3.38577 2.37295 -1.05332 0.25
H 2.78790 3.95047 -0.50439 0.40
C -2.54949 -3.06650 1.87410 -1.55
C -1.37711 -3.80700 -0.80819 -1.72
H -3.22969 -2.62121 2.61438 0.42
H -1.84557 -3.71579 2.42419 0.28
H -3.16387 -3.72698 1.24283 0.39
H -0.62038 -4.05302 -1.56665 0.40
H -2.36758 -3.98264 -1.26688 0.32
H -1.26710 -4.54838 -0.00179 0.40
H -1.72523 0.50043 2.80422 0.47
H 0.03826 -0.82885 -2.58349 0.35
C -1.45556 1.02766 -4.01885 -0.38
H -0.94374 1.75818 -3.36158 0.04
H -1.88024 0.15478 -3.47560 0.19
H -2.29269 1.55643 -4.48425 0.39
O -2.62720 1.36316 -0.06608 -0.70
H -2.58331 0.45553 0.34396 0.51
H -1.91735 1.88997 0.37997 0.52
C 2.36335 -2.42675 1.56749 -1.25
S 1.47615 -0.98023 1.05567 0.82
C 2.63741 0.24006 1.58071 -1.01
H 1.76238 -3.31100 1.39005 0.33
H 2.56121 -2.33111 2.63474 0.37
H 3.27822 -2.48117 0.97420 0.35
H 2.14884 0.97074 2.23243 0.21
H 3.40171 -0.25434 2.15890 0.49
H 3.10404 0.70145 0.70458 0.20

40
Properties=species:S:1:pos:R:3:mulliken_charge:R:1 method="wB97M-V/def2-TZVPD" e_above_lowest_kcal_mol=0.0 e_tot_ev=-16290.017 spin_multiplicity=3 homo_energy_ha="-0.32382 / -0.46391" homo_lumo_gap_ev="6.646 / 8.512" lumo_ev="-2.17 / -4.11" charge=+1
C 0.23814 1.47267 2.43657 0.90
C -0.08500 2.90435 2.17962 -1.51
C 0.98711 1.17581 3.69729 -1.35
C -0.01938 -2.63188 -2.81123 -1.24
C -2.33825 0.97519 -2.16313 -1.44
C 1.82790 0.60701 -0.90301 -1.33
C 1.08670 -1.53462 2.05431 -1.81
C -0.31285 -1.14270 -2.88690 -0.17
C -0.93329 0.88109 -1.59040 -0.12
C 0.87809 -0.53936 -0.81553 -0.58
C -0.04407 -0.71854 1.51785 0.79
N -0.23331 0.60834 1.61799 -0.15
N -0.38697 -0.49884 -1.53925 0.38
N -1.17737 -1.39590 1.06964 -0.55
H 0.82792 3.49729 2.14697 0.40
H -0.68775 3.28988 3.00240 0.45
H -0.63442 3.02895 1.25142 0.24
H 0.39564 0.51986 4.33542 0.31
H 1.92679 0.67030 3.48516 0.30
H 1.19884 2.09146 4.24024 0.39
H -0.71432 -3.13187 -2.13948 0.32
H -0.13589 -3.06475 -3.80082 0.41
H 0.99585 -2.83624 -2.48371 0.36
H -2.70690 1.98457 -2.00362 0.43
H -2.36173 0.79448 -3.23479 0.42
H -3.02017 0.28503 -1.67244 0.34
H 2.04075 0.92043 -1.92973 0.34
H 1.46705 1.47650 -0.35167 0.26
H 2.76987 0.30065 -0.45770 0.40
H 2.03733 -1.03475 1.89953 0.37
H 1.11984 -2.50256 1.55995 0.56
H 0.95110 -1.70450 3.12400 0.35
H 0.46721 -0.62782 -3.45135 0.31
H -1.26786 -0.99834 -3.39060 0.32
H -0.25360 1.49329 -2.18398 0.41
H -0.92735 1.24077 -0.55890 0.04
H 1.32452 -1.51962 -0.86467 0.52
H -2.04484 -0.90224 1.23671 0.24
H -1.03504 -1.05983 -0.94192 0.47
H -1.22030 -2.37358 1.31974 0.22